w) 19
Properties=species:S:1:pos:R:3 method="wB97M-V/def2-TZVPD" gap_ev="5.449 / 7.775" total_charge=+2 spin_multiplicity=2
N 1.053 -0.512 0.922
C 2.265 0.221 0.469
C 1.972 1.023 -0.733
N -1.308 0.019 -0.114
C -1.364 -0.855 -1.151
C -2.432 0.134 0.734
H -0.385 0.053 0.493
H 1.055 -1.080 1.805
H 2.609 1.952 -0.746
H 3.066 -0.470 0.249
H 2.725 0.953 1.167
H 1.077 1.490 -0.547
H 1.787 0.386 -1.655
H -0.452 -1.424 -0.992
H -1.549 -0.528 -2.141
H -2.060 -1.603 -0.974
H -2.414 0.896 1.454
H -2.333 -0.727 1.577
H -3.312 0.071 0.182

x) 19
Properties=species:S:1:pos:R:3 method="wB97M-V/def2-TZVPD" gap_ev="11.359 / 6.926" total_charge=+2 spin_multiplicity=2
C -2.450 -0.411 0.539
C -2.073 1.030 0.230
N -0.618 1.231 0.607
H -3.498 -0.602 0.327
H -1.754 -1.082 0.036
H -2.365 -0.560 1.620
H -2.199 1.276 -0.822
H -2.629 1.764 0.811
H -0.453 1.111 1.611
H -0.281 2.167 0.361
H -0.007 0.555 0.107
C 2.533 -0.338 0.414
C 1.457 -1.314 -1.543
N 1.484 -0.472 -0.632
H 2.979 0.652 0.344
H 3.235 -1.171 0.308
H 2.065 -0.403 1.396
H 0.609 -1.288 -2.239
H 2.246 -2.072 -1.632

Most stable: x)

w) 16
Properties=species:S:1:pos:R:3 method="wB97M-V/def2-TZVPD" gap_ev=9.383 total_charge=+1
C 1.054 -1.898 0.671
C -0.123 -1.478 0.177
C 1.391 0.050 -0.243
C -1.447 1.570 0.376
C -0.903 0.768 -0.722
N 2.019 -0.954 0.303
N 0.097 -0.210 -0.286
I -2.367 -0.141 -1.938
H 1.291 -2.797 1.194
H -1.000 -1.991 0.221
H 1.929 0.993 -0.647
H -0.838 2.046 1.200
H -2.055 0.800 1.017
H -2.080 2.450 -0.146
H 0.045 1.796 -1.717
H 2.987 -1.003 0.540

x) 16
Properties=species:S:1:pos:R:3 method="wB97M-V/def2-TZVPD" gap_ev="6.062 / 6.064" total_charge=+1
C 0.188 0.614 -0.164
C 0.853 -0.613 -0.154
C -1.138 0.887 0.127
C 0.258 -1.790 0.147
C 2.284 -0.707 -0.515
N -1.934 -0.070 -0.360
N -1.619 2.038 0.621
I -3.881 -0.146 -0.212
H 0.881 1.513 -0.233
H -0.658 -1.826 0.619
H 0.630 -2.688 -0.112
H 2.730 -1.551 0.088
H 2.685 0.228 -0.259
H 2.316 -0.888 -1.634
H -0.993 2.572 1.277
H -2.603 2.426 0.764

Most stable: w)

w) 32
Properties=species:S:1:pos:R:3 method="wB97M-V/def2-TZVPD" gap_ev=9.082 smiles=Cc1ccc(O)cc1.Cc1ccc(O)cc1
C -2.090 -0.030 -2.883
C -2.072 -0.612 -1.412
C -2.601 -0.083 -0.214
C -2.650 -0.899 0.984
C -2.319 -2.267 0.812
O -2.393 -3.037 2.004
C -1.491 -2.664 -0.251
C -1.532 -1.903 -1.416
H -3.037 0.549 -3.032
H -2.050 -0.884 -3.545
H -1.305 0.776 -2.994
H -3.003 0.934 -0.222
H -3.092 -0.555 1.880
H -2.079 -3.891 1.755
H -0.904 -3.590 -0.296
H -0.852 -2.426 -2.138
C 4.118 -0.515 0.322
C 3.041 0.531 0.199
C 3.302 1.682 -0.477
C 2.291 2.673 -0.511
C 1.191 2.463 0.362
O 0.215 3.427 0.813
C 0.936 1.215 0.942
C 1.830 0.152 0.872
H 5.077 -0.075 -0.144
H 4.018 -1.475 -0.142
H 4.213 -0.766 1.464
H 4.208 1.909 -1.020
H 2.283 3.522 -1.191
H 0.550 4.161 0.391
H -0.047 0.976 1.412
H 1.726 -0.735 1.314

x) 32
Properties=species:S:1:pos:R:3 method="wB97M-V/def2-TZVPD" gap_ev=9.368 smiles=Cc1ccc(O)cc1.Cc1ccc(O)cc1
C -1.437 -1.156 -3.702
C -1.565 -1.474 -2.238
C -2.676 -0.943 -1.577
C -2.761 -0.964 -0.180
C -1.828 -1.743 0.504
O -2.031 -1.924 1.853
C -0.831 -2.412 -0.180
C -0.694 -2.316 -1.567
H -0.862 -1.867 -4.300
H -0.873 -0.269 -3.913
H -2.420 -1.036 -4.150
H -3.317 -0.225 -2.074
H -3.733 -0.727 0.238
H -1.311 -1.743 2.378
H -0.117 -2.942 0.443
H 0.080 -2.895 -2.045
C 3.139 0.235 2.743
C 2.210 1.017 1.836
C 2.627 2.256 1.389
C 1.853 3.028 0.519
C 0.620 2.525 0.146
O -0.281 3.346 -0.521
C 0.235 1.244 0.489
C 1.004 0.492 1.371
H 2.908 -0.798 2.952
H 3.125 0.731 3.718
H 4.138 0.293 2.329
H 3.627 2.617 1.579
H 2.256 3.949 0.136
H -1.072 3.341 0.010
H -0.726 0.873 0.168
H 0.715 -0.510 1.644

y) 32
Properties=species:S:1:pos:R:3 method="wB97M-V/def2-TZVPD" gap_ev=8.932 smiles=Cc1ccc(O)cc1.Cc1ccc(O)cc1
C -2.392 0.096 -2.858
C -0.921 0.108 -2.565
C -0.220 1.253 -2.368
C 1.228 1.237 -2.305
C 1.836 0.023 -2.164
O 3.156 -0.153 -1.843
C 1.136 -1.164 -2.491
C -0.210 -1.118 -2.649
H -2.625 -0.744 -3.519
H -2.831 0.984 -3.308
H -2.985 -0.143 -1.966
H -0.658 2.236 -2.474
H 1.620 2.234 -2.455
H 3.586 0.704 -1.875
H 1.729 -2.068 -2.447
H -0.731 -2.003 -2.999
C -2.189 -1.315 2.850
C -0.881 -0.602 2.616
C -0.433 -0.335 1.334
C 0.758 0.372 1.125
C 1.510 0.750 2.215
O 2.576 1.573 1.972
C 1.102 0.485 3.527
C -0.112 -0.142 3.700
H -2.038 -2.025 3.660
H -2.490 -1.936 1.994
H -3.058 -0.657 2.885
H -0.948 -0.662 0.439
H 1.189 0.655 0.175
H 3.088 1.866 2.721
H 1.643 0.896 4.369
H -0.434 -0.408 4.701

Most stable: y)